1.
The following is a quantum chemistry calculation of C4H6AuO3 as an isolated structure, from OMol25.

The HOMO energy (alpha / beta) comes out at -0.2767 / -0.3238 hartree. The expectation value of S² is 3.769. As for the energy relative to the best compared isomer or geometry (same formula, charge and spin): 25.57 kcal/mol. As for the multiplicity: 4.

Last column: natural (NBO) charge in e.
Atoms and positions in Å:
H (-1.45, 1.44, -1.12)  0.2117
C (-1.44, 0.57, -0.45)  0.1052
C (-1.64, -0.68, -0.90)  -0.4919
H (-2.19, -0.68, -1.86)  0.2225
H (-1.66, -1.53, -0.22)  0.2233
O (-1.09, 0.97, 0.78)  -0.2410
O (-1.01, -0.10, 1.72)  -0.4901
Au (-2.55, 0.08, 2.64)  0.4700
C (1.72, -0.04, 0.21)  0.0177
C (1.75, 0.57, -0.96)  -0.2157
O (2.75, -0.74, 0.79)  -0.6744
H (0.79, -0.16, 0.78)  0.2077
H (2.47, 0.95, -1.68)  0.1782
H (3.55, -0.66, 0.26)  0.4767

2.
The following is a quantum chemistry calculation of a 2-piece molecular cluster, C4H15N3O overall, from OMol25.

The HOMO energy comes out at -0.3111 hartree. Its SMILES is NCCCNCN.O. As for the energy relative to the best compared isomer or geometry (same formula, charge and spin): 31.38 kcal/mol.

Last column: natural (NBO) charge in e.
Atoms and positions in Å:
N (-0.77, 1.00, 3.06)  -0.8315
C (-1.35, 0.22, 1.97)  -0.2195
C (-0.45, 0.01, 0.77)  -0.4392
C (0.63, -1.10, 0.85)  -0.2288
N (1.90, -0.74, 0.23)  -0.6575
C (2.08, -1.07, -1.20)  -0.0654
N (1.06, -0.70, -2.17)  -0.8332
H (-0.44, 1.89, 2.69)  0.3437
H (0.04, 0.57, 3.50)  0.3537
H (-1.68, -0.73, 2.41)  0.1889
H (-2.28, 0.71, 1.64)  0.1930
H (-1.07, -0.23, -0.11)  0.2013
H (0.02, 0.97, 0.55)  0.1889
H (0.22, -1.95, 0.30)  0.1918
H (0.83, -1.46, 1.86)  0.1890
H (2.28, 0.14, 0.55)  0.3613
H (3.04, -0.62, -1.49)  0.1763
H (2.32, -2.12, -1.10)  0.1781
H (0.50, -0.04, -1.66)  0.3543
H (0.45, -1.50, -2.34)  0.3544
O (-2.55, 1.87, -3.35)  -0.9321
H (-2.73, 2.43, -4.15)  0.4687
H (-2.06, 2.46, -2.80)  0.4637

3.
The following is a quantum chemistry calculation of a 2-piece molecular cluster, C9H13NO2 overall, from OMol25.

The HOMO energy (alpha / beta) comes out at -0.4696 / -0.4693 hartree. Its net charge is +1. The expectation value of S² is 0.767. As for the energy relative to the best compared isomer or geometry (same formula, charge and spin): 23.81 kcal/mol. As for the multiplicity: 2.

Last column: natural (NBO) charge in e.
Atoms and positions in Å:
C (-0.34, 3.01, 1.05)  -0.6819
C (1.96, 0.34, -0.30)  -0.1779
C (1.30, 1.53, -0.14)  -0.1754
C (1.66, -0.66, 0.66)  0.4459
C (0.35, 1.74, 0.87)  0.1795
C (0.60, -0.56, 1.63)  -0.2701
C (0.04, 0.66, 1.76)  -0.1453
O (2.45, -1.71, 0.66)  -0.5396
H (2.72, 0.26, -1.06)  0.2742
H (1.48, 2.31, -0.87)  0.2525
H (2.27, -2.34, 1.39)  0.5192
H (0.37, -1.45, 2.21)  0.2566
H (-1.41, 2.87, 0.85)  0.2752
H (0.07, 3.85, 0.48)  0.2554
H (-0.71, 0.78, 2.53)  0.2522
H (-0.33, 3.33, 2.11)  0.2684
C (-2.64, -0.13, -0.64)  -0.7237
C (-1.87, -0.99, -1.60)  0.6723
O (-2.07, -1.06, -2.79)  -0.5600
N (-0.89, -1.79, -1.02)  -0.8557
H (-0.53, -2.49, -1.65)  0.4098
H (-0.34, -1.58, -0.20)  0.3669
H (-2.36, 0.91, -0.79)  0.2263
H (-2.48, -0.45, 0.38)  0.2066
H (-3.71, -0.15, -0.86)  0.2686

4.
The following is a quantum chemistry calculation of C51H39MnN10OPS2 as an isolated structure, from OMol25.

The HOMO energy (alpha / beta) comes out at -0.3881 / -0.3876 hartree. Its net charge is +1. The expectation value of S² is 2.035. As for the energy relative to the best compared isomer or geometry (same formula, charge and spin): 0.00 kcal/mol. As for the multiplicity: 3.

Last column: Mulliken charge in e.
Atoms and positions in Å:
Mn (-0.67, -0.53, -0.40)  -0.1026
C (4.57, -0.33, 1.09)  -1.0267
N (3.46, -0.68, 0.19)  0.3928
C (2.20, -0.18, 0.27)  -0.4861
N (1.41, -0.79, -0.59)  0.9348
C (2.17, -1.71, -1.27)  -1.4639
C (3.46, -1.65, -0.78)  1.0269
C (4.64, -2.44, -1.16)  0.0630
C (4.55, -3.83, -1.22)  -0.1950
C (5.65, -4.58, -1.61)  -0.8406
C (6.84, -3.96, -1.94)  -0.4180
C (6.94, -2.58, -1.88)  -0.8055
C (5.84, -1.82, -1.50)  -0.1855
C (1.77, -2.51, -2.47)  0.5302
C (2.44, -2.24, -3.66)  -0.4827
C (2.15, -2.95, -4.82)  -0.9501
C (1.18, -3.94, -4.79)  -0.5194
C (0.52, -4.22, -3.61)  -0.8436
C (0.81, -3.51, -2.45)  0.3149
P (1.73, 1.22, 1.30)  -0.4783
C (0.67, 2.08, 0.10)  -0.8949
N (-0.25, 1.52, -0.68)  0.7720
C (-0.84, 2.54, -1.40)  -1.3717
C (-0.25, 3.73, -1.05)  0.8045
N (0.70, 3.42, -0.10)  0.4474
C (1.61, 4.38, 0.54)  -1.0636
C (-0.52, 5.10, -1.53)  0.1501
C (-0.79, 6.13, -0.64)  -0.2455
C (-1.07, 7.41, -1.11)  -0.7915
C (-1.09, 7.66, -2.48)  -0.4155
C (-0.83, 6.63, -3.37)  -0.8172
C (-0.54, 5.35, -2.90)  -0.2223
C (-1.95, 2.39, -2.36)  0.6196
C (-1.78, 1.72, -3.57)  -0.0901
C (-2.83, 1.61, -4.47)  -0.8425
C (-4.06, 2.20, -4.18)  -0.4726
C (-4.23, 2.89, -2.99)  -0.9200
C (-3.18, 2.99, -2.08)  -0.3836
C (0.37, 0.45, 2.23)  -0.4155
N (-0.71, -0.07, 1.68)  0.5006
C (-1.48, -0.58, 2.70)  -1.0413
C (-0.81, -0.38, 3.88)  1.1271
N (0.35, 0.28, 3.57)  0.3542
C (1.37, 0.74, 4.51)  -1.1603
C (-1.20, -0.75, 5.26)  -0.1608
C (-2.45, -0.38, 5.75)  -0.1868
C (-2.84, -0.75, 7.03)  -0.8145
C (-1.98, -1.49, 7.83)  -0.4335
C (-0.73, -1.86, 7.35)  -0.7720
C (-0.35, -1.50, 6.07)  -0.3112
C (-2.79, -1.25, 2.58)  0.4941
C (-2.92, -2.60, 2.89)  -0.1413
C (-4.15, -3.22, 2.85)  -1.0660
C (-5.29, -2.49, 2.51)  -0.5003
C (-5.18, -1.13, 2.23)  -0.7732
C (-3.93, -0.52, 2.27)  -0.1219
H (4.21, -0.29, 2.11)  0.3021
H (5.32, -1.11, 1.01)  0.5171
H (5.01, 0.62, 0.81)  0.3168
H (3.62, -4.31, -0.96)  0.4844
H (5.57, -5.66, -1.65)  0.4297
H (7.70, -4.55, -2.24)  0.4117
H (7.87, -2.09, -2.15)  0.4084
H (5.91, -0.74, -1.49)  0.4517
H (3.20, -1.46, -3.68)  0.5073
H (2.68, -2.72, -5.73)  0.4314
H (0.95, -4.49, -5.69)  0.4417
H (-0.24, -4.99, -3.58)  0.4913
H (0.27, -3.73, -1.54)  0.2670
H (1.76, 5.21, -0.14)  0.4360
H (1.19, 4.75, 1.47)  0.3073
H (2.56, 3.90, 0.74)  0.4072
H (-0.82, 5.94, 0.42)  0.4359
H (-1.29, 8.21, -0.41)  0.4099
H (-1.31, 8.65, -2.85)  0.4148
H (-0.84, 6.81, -4.44)  0.4335
H (-0.34, 4.55, -3.60)  0.4525
H (-0.82, 1.27, -3.80)  0.7385
H (-2.69, 1.08, -5.40)  0.5090
H (-4.88, 2.12, -4.88)  0.4454
H (-5.18, 3.36, -2.76)  0.4463
H (-3.31, 3.53, -1.15)  0.5135
H (0.90, 0.95, 5.46)  0.4206
H (2.13, -0.03, 4.66)  0.3285
H (1.84, 1.64, 4.13)  0.4451
H (-3.13, 0.20, 5.13)  0.4640
H (-3.81, -0.46, 7.41)  0.4263
H (-2.28, -1.78, 8.83)  0.4155
H (-0.06, -2.45, 7.96)  0.4163
H (0.61, -1.83, 5.67)  0.4580
H (-2.03, -3.16, 3.17)  0.5401
H (-4.24, -4.27, 3.09)  0.4639
H (-6.26, -2.97, 2.48)  0.4523
H (-6.06, -0.55, 1.99)  0.5034
H (-3.84, 0.55, 2.08)  0.5932
S (-3.96, -0.16, -0.99)  -0.0242
C (-2.52, -0.33, -0.61)  0.6316
N (-3.06, -3.50, -5.36)  -0.5594
C (-2.46, -2.67, -4.83)  0.4753
N (-1.77, -1.68, -4.30)  -0.6166
C (-1.32, -1.37, -3.20)  0.6485
N (-0.83, -0.94, -2.22)  0.0734
O (0.98, -2.58, 2.12)  -0.4166
S (0.06, -3.16, 1.13)  0.0793
N (-0.68, -2.33, 0.17)  0.0664

E? In order: -517.0007, -400.8682, -555.6881, -4878.2291 a.u..